Entry 1:
The molecule C7H9N. Source: OMol25; level of theory: the ωB97M-V functional and the def2-TZVPD basis.

Geometry as ORCA input:
```
! wB97M-V def2-TZVPD RIJCOSX def2/J DEFGRID3
* xyz 0 1
N 2.00776 0.04688 -1.64372
C -0.02158 0.72147 -0.20990
C 0.78602 0.77408 -1.56331
C -1.82916 0.03668 1.37941
C -0.58420 -0.84112 1.19853
C -0.43501 0.66964 1.35355
C 0.33240 -0.71367 -0.04314
C 0.77301 -0.72661 -1.62523
H -0.51566 -1.52111 1.99594
H -2.30358 -0.09797 2.37654
H 0.57675 -1.43046 -2.46515
H 1.31029 -0.73629 0.32326
H 0.05601 1.17841 2.13676
H -1.03239 0.72625 -0.70619
H 0.71166 1.62158 -2.20623
H -2.41846 0.36219 0.48534
H 2.58614 -0.06994 -0.78645
*
```

Its HOMO-LUMO gap is 9.95 eV. The SMILES is C1[C@@H]2[C@H]1[C@H]1[C@H]3N[C@H]3[C@H]21. As for the energy relative to the best compared isomer or geometry (same formula, charge and spin): 165.4 kcal per mole.

=====

Entry 2:
C41H51N4O7RuS as an isolated structure. Source: OMol25; level of theory: the ωB97M-V functional and the def2-TZVPD basis.

Geometry as ORCA input:
```
! wB97M-V def2-TZVPD RIJCOSX def2/J DEFGRID3
* xyz 0 6
Ru 2.09480 -0.01652 -0.15097
S 2.08333 -1.95698 1.64074
O 1.34992 1.83757 1.95579
O 1.72712 -1.68628 -1.82411
O 5.82506 1.55611 1.09380
O 2.93728 -2.77604 -3.36860
O 1.51126 1.03444 -1.87718
O 6.75179 0.61153 -3.93855
O 3.79669 0.58456 1.24095
N 1.93060 -4.10375 0.11116
N -0.07483 -2.96909 0.42991
N 3.87163 -0.26818 -1.15895
N 0.13975 0.35469 0.20252
C 3.85768 -0.84030 -2.36941
C -1.89390 1.31700 -0.72483
C -2.10841 -3.61047 -0.66532
C 0.23160 1.15977 -1.98659
C 4.85578 0.97356 0.63996
C 5.87174 0.87825 -1.71854
C -0.86916 0.15726 4.22772
C -0.64748 2.04550 -5.63904
C -2.54922 -1.72954 3.78517
C 1.39728 -4.95806 -0.78818
C -0.64843 -3.80428 -0.42570
C -3.92048 2.41267 -1.78123
C 2.29744 -5.96539 -1.40873
C -4.80816 1.50901 -2.64995
C 5.83321 0.32784 -2.99821
C 4.82088 -0.57752 -3.31395
C -3.95864 3.85079 -2.32449
C 0.46210 1.11803 2.44758
C -0.55503 0.89895 -0.80256
C -0.29707 0.27168 1.52387
C -1.56082 -0.67108 3.32686
C 0.76215 3.37938 4.49222
C -2.49057 1.89168 -1.81871
C 1.27841 2.98639 -4.35076
C 0.06979 -4.81096 -1.08363
C 1.12576 0.52318 -4.82191
C 0.87934 1.88881 4.86281
C -3.87141 -1.58300 3.01552
C 0.32102 1.78925 -4.48224
C 2.36203 1.46671 4.84496
C -1.75494 1.97936 -3.02852
C 0.34091 1.71112 6.28408
C -1.27579 -0.57440 1.95841
C -2.85739 -1.65064 5.28229
C -0.43343 1.62312 -3.16192
C 4.87519 0.55102 -0.83047
C 1.23471 -3.04786 0.63530
C 2.73968 -1.85944 -2.57090
C -4.48550 2.43207 -0.35826
C -1.91849 -3.10268 3.48667
C 0.11679 1.04220 3.85732
H -1.95931 -1.80470 5.88195
H -4.29175 -0.58715 3.17006
H -3.29925 -0.68741 5.54506
H -5.47498 2.89092 -0.36905
H -0.28363 3.69693 4.50100
H 2.92533 2.08889 5.54338
H -4.46059 1.48535 -3.68405
H -4.59245 -2.31947 3.37418
H -3.73884 -1.73480 1.94406
H 2.91948 -4.13383 0.31851
H -1.76213 -1.20578 1.22763
H -0.71032 2.00131 6.35087
H 3.05632 -6.30662 -0.70422
H -2.25262 -2.68093 -1.22116
H 1.99858 2.81154 -3.55256
H -3.57094 -2.43236 5.54546
H -3.68961 3.89754 -3.37958
H 0.44884 0.67928 6.62441
H -0.99195 -3.21858 4.05215
H 1.17925 3.56681 3.50721
H -4.59106 1.42399 0.04705
H -5.83728 1.87434 -2.64412
H 7.40257 1.23070 -3.59254
H -4.80386 0.48758 -2.26476
H 1.73391 -6.81621 -1.78219
H 0.91067 2.34716 6.96209
H -2.27158 2.35666 -3.89974
H -4.96485 4.25982 -2.21891
H 2.46376 0.42249 5.15013
H 2.78552 -5.48077 -2.25837
H 1.89379 0.33913 -4.08041
H 1.60979 0.64187 -5.79350
H -1.13907 3.01577 -5.54424
H -2.62578 -3.50772 0.28875
H -3.26790 4.48539 -1.76649
H -1.12346 0.08709 5.27416
H 1.31161 3.97806 5.22096
H 0.72307 3.89875 -4.12367
H 0.47707 -0.35494 -4.86247
H 2.79678 1.57698 3.85373
H -0.09818 2.04052 -6.58106
H -3.84846 3.01627 0.30809
H -1.67367 -3.20627 2.42810
H -0.39684 -5.44093 -1.82522
H 1.82641 3.13409 -5.28417
H -2.60540 -3.90221 3.77272
H 4.79263 -1.07053 -4.27507
H -1.40826 1.26351 -5.68924
H 6.66010 1.54742 -1.39600
H -2.53688 -4.43385 -1.23250
H -2.41825 1.17784 0.21032
*
```

Its HOMO-LUMO gap (alpha / beta) is 6.78 / 6.51 eV. As for the energy relative to the best compared isomer or geometry (same formula, charge and spin): 3.4 kcal per mole.

=====

Entry 3:
C22H26N5O5Ti as an isolated structure. Source: OMol25; level of theory: the ωB97M-V functional and the def2-TZVPD basis.

Geometry as ORCA input:
```
! wB97M-V def2-TZVPD RIJCOSX def2/J DEFGRID3
* xyz 0 2
Ti -0.69580 0.01319 -0.62366
O 1.57556 2.39958 2.00788
O -2.04140 1.40569 -0.30453
O 0.47143 1.36689 0.38013
O -1.22347 -0.64661 1.44220
O -2.05201 3.37252 0.71247
N 0.10487 1.22583 -2.33044
N 1.21102 2.99249 -4.17433
N 1.34818 -2.28210 0.18232
N 0.43539 4.76917 -2.92821
N 1.36675 -1.03481 -0.33495
C -2.97817 -1.08527 -1.43124
C 2.75118 -4.00033 1.29128
C 2.53545 -2.66024 0.68418
C -0.44817 1.22631 2.55242
C -1.08303 -0.91149 3.73787
C -1.94927 -0.96730 -2.39312
C 0.62862 1.75078 1.61374
C 1.27932 1.67344 -4.32907
C -2.67846 -2.16383 -0.59765
C 0.72911 0.78785 -3.43026
C 0.56674 3.42810 -3.10174
C 3.06351 0.78008 -0.48811
C -2.01873 2.16431 0.73540
C 2.61056 -0.59314 -0.14102
C -0.35264 -0.29942 2.55044
C 3.38367 -1.58383 0.48232
C -2.55795 -0.65976 3.34650
C -1.93170 1.43227 2.07329
C -2.41149 -0.00569 1.97758
C -1.45718 -2.71738 -1.01851
C 0.00626 2.53257 -2.17317
C -0.98460 -1.96284 -2.11052
H 2.80247 1.47107 0.31606
H 4.14497 0.78874 -0.61686
H -0.51438 2.89369 -1.29503
H 3.75965 -4.06117 1.69289
H -3.11613 -1.59197 3.27782
H 0.80866 -0.28098 -3.55735
H -1.92315 -0.25965 -3.20670
H -0.79318 -0.43349 4.67177
H 0.64761 -0.68663 2.35813
H 2.62926 -4.78823 0.54681
H -0.87203 -1.97716 3.81697
H 2.59377 1.14054 -1.39649
H -2.50060 2.00778 2.80377
H 0.47841 -2.79304 0.15783
H -3.83148 -0.43004 -1.34492
H -3.26824 -2.50035 0.24187
H 1.01560 5.35900 -3.49939
H 2.04872 -4.18962 2.10297
H 0.15750 5.12145 -2.02900
H -3.23779 -0.16531 1.28757
H -0.26543 1.64233 3.54387
H -0.10887 -2.19946 -2.69400
H -1.00972 -3.62223 -0.63169
H 1.80902 1.32179 -5.20419
H 4.42087 -1.51274 0.75760
H -3.07907 -0.00134 4.04020
*
```

Its HOMO-LUMO gap (alpha / beta) is 8.13 / 8.60 eV. As for the energy relative to the best compared isomer or geometry (same formula, charge and spin): 4.3 kcal per mole.

=====

Entry 4:
A 2-piece molecular cluster, CH3F3NP overall. Source: OMol25; level of theory: the ωB97M-V functional and the def2-TZVPD basis.

Geometry as ORCA input:
```
! wB97M-V def2-TZVPD RIJCOSX def2/J DEFGRID3
* xyz 0 1
P -0.75547 1.13065 0.01591
F -1.97353 -1.32466 0.34213
F -2.90125 -0.01004 -1.18539
F -3.21189 0.40523 0.79557
N 0.15298 0.08532 -0.96152
C -2.28244 -0.02401 0.01732
H -0.78332 0.77152 2.05027
H 1.14648 0.22494 -1.03227
H 0.07828 -0.90832 -0.83134
*
```

Its HOMO-LUMO gap is 9.35 eV. As for the energy relative to the best compared isomer or geometry (same formula, charge and spin): 42.5 kcal per mole.

=====

Entry 5:
The molecule C6H10. Source: OMol25; level of theory: the ωB97M-V functional and the def2-TZVPD basis.

Geometry as ORCA input:
```
! wB97M-V def2-TZVPD RIJCOSX def2/J DEFGRID3
* xyz 0 1
C 1.51072 -0.30190 0.87919
C -1.03738 -0.74922 0.02619
C -0.18416 -0.35938 -1.16850
C -0.43287 1.11951 -0.85513
C -1.35252 0.71055 0.33384
C 0.53820 -0.95873 -0.04929
H 1.87985 -1.00889 1.63008
H 2.35862 0.07179 0.30153
H -0.14416 -0.79579 -2.15883
H 0.47373 1.67628 -0.58322
H -1.07019 1.02698 1.34199
H 1.05264 0.52425 1.43074
H -2.38519 1.04637 0.15575
H -1.02486 -1.63917 0.63165
H -0.94511 1.65155 -1.65740
H 0.76266 -2.01422 -0.25858
*
```

Its HOMO-LUMO gap is 9.74 eV. The SMILES is C[C@H]1[C@H]2CC[C@@H]12. As for the energy relative to the best compared isomer or geometry (same formula, charge and spin): 59.0 kcal per mole.

=====

Entry 6:
C23H28F9O3Tl as an isolated structure. Source: OMol25; level of theory: the ωB97M-V functional and the def2-TZVPD basis.

Geometry as ORCA input:
```
! wB97M-V def2-TZVPD RIJCOSX def2/J DEFGRID3
* xyz 0 1
Tl 1.33549 -1.96485 0.37211
F 1.43387 1.51608 5.80700
F 0.57176 -2.51287 5.27709
F -2.50840 0.15813 6.27546
F 1.53425 -0.01045 7.39165
F -0.15529 -2.06043 7.30696
F -0.98707 0.62784 7.78505
F 2.20095 -0.47699 5.35372
F -1.20362 1.88929 5.99463
F -1.56537 -2.26212 5.64215
O -0.21196 -0.02167 4.27011
O 0.74720 -1.31826 -5.15428
O -0.08372 0.16828 -1.12411
C 0.16034 -0.46002 -6.18429
C 1.90616 1.81924 0.37597
C -1.87999 0.85921 2.68460
C -0.17898 -0.26011 5.67564
C 2.53701 0.78840 1.12834
C -1.23539 0.61356 6.45467
C -1.03737 2.34227 -1.70396
C -2.04527 0.46855 1.38818
C 0.87239 -0.18304 -2.17752
C 1.51054 -2.12128 -7.33297
C -1.26917 -1.38280 2.49285
C 0.12383 0.63240 -3.20557
C 1.97832 0.82021 2.43980
C 1.26811 0.19688 6.08075
C 0.48940 -0.99262 -7.58327
C -1.44109 -0.30246 3.51988
C -0.33398 -1.79867 5.99220
C 0.99037 2.48891 1.21874
C -2.22321 0.18978 -2.31627
C -1.66698 -0.92537 1.26790
C -0.89848 0.89627 -2.09270
C 1.45219 -2.38563 -5.81451
C 1.05091 1.87787 2.49718
H 0.90394 -3.32352 -5.61960
H 2.15165 2.10273 -0.64811
H 0.55404 0.56358 -6.05412
H -2.06644 -0.84099 -2.67010
H -0.29341 0.03269 -4.01183
H 0.86435 -1.25793 -2.40877
H 1.88817 0.15344 -1.93229
H 2.44957 -2.44975 -5.35772
H -2.81248 0.74104 -3.06200
H 0.50113 2.20932 3.37440
H -0.90511 -2.37082 2.75640
H -1.47034 2.43055 -0.69371
H -2.01609 1.85404 3.09502
H -0.04679 2.81594 -1.68766
H 0.89396 -0.19494 -8.20439
H -0.42342 -1.37141 -8.04900
H 0.36391 3.33847 0.95339
H -0.93058 -0.41981 -6.02596
H -2.81032 0.12986 -1.38839
H -1.69508 2.85581 -2.41971
H -2.28750 -0.53563 4.17999
H -1.75039 -1.48629 0.33744
H 3.35892 0.16162 0.78989
H 2.26140 0.17535 3.26451
H -2.39242 1.07417 0.55490
H 2.51610 -1.78734 -7.60398
H 1.27469 -3.01901 -7.90518
H 0.68077 1.50528 -3.56656
*
```

Its HOMO-LUMO gap is 5.86 eV. As for the energy relative to the best compared isomer or geometry (same formula, charge and spin): 2.8 kcal per mole.